Entry 1:
Here is a molecular structure, C24H36IrN2Si at a distorted geometry from the OMol25 dataset. Energies are from wB97M-V/def2-TZVPD.

Last column: Löwdin spin population.
Positions of all 64 atoms, in Å:
C 1.17825 -0.13652 2.52879  0.1785
C 1.63996 -0.90412 1.39293  0.0851
C 2.40816 0.00170 0.53640  0.0880
H 1.62367 -2.00218 1.27299  0.0037
C 2.39308 1.28043 1.18968  0.2462
C 1.65406 1.17976 2.39203  0.1923
H 1.57872 1.98727 3.11221  0.0062
H 0.67948 -0.56452 3.40353  0.0071
H 3.01443 -0.30157 -0.32505  0.0064
H 2.97184 2.15300 0.90878  0.0066
Ir 0.34111 0.36607 0.32565  1.6600
C -1.20712 -2.13842 -3.07262  0.0745
H -0.18571 -2.11698 -3.49434  0.0110
H -1.90074 -1.66961 -3.79253  0.0077
H -1.49620 -3.17449 -2.84155  0.0038
Si -0.45819 -1.27183 -1.06275  0.2396
C -1.76272 -1.97550 0.13900  0.0437
C -1.43847 -2.57149 1.35927  0.0189
H -0.40059 -2.55225 1.71714  0.0002
C -2.44230 -3.22641 2.09070  -0.0015
H -2.17507 -3.75621 3.00545  -0.0003
C -3.75554 -3.26110 1.61874  0.0173
H -4.52672 -3.80995 2.16335  0.0008
C -4.10231 -2.59519 0.43601  0.0017
H -5.11337 -2.63563 0.02565  0.0000
C -3.10579 -1.91388 -0.27668  0.0150
H -3.36805 -1.40142 -1.21541  0.0008
C 1.03479 -2.35317 -1.33207  0.4622
C 1.00433 -3.66733 -0.84964  0.0866
H 0.17868 -4.00388 -0.22152  -0.0019
C 1.99226 -4.54364 -1.31292  0.3149
H 1.90245 -5.59891 -1.06158  0.0114
C 3.01496 -4.07928 -2.13771  0.4736
H 3.76007 -4.76848 -2.51972  0.0208
C 3.10652 -2.72640 -2.48446  0.0476
H 3.89457 -2.34790 -3.13188  -0.0052
C 2.11468 -1.83399 -2.05945  0.3322
H 2.14711 -0.76993 -2.32218  0.0147
H -0.05960 0.30071 -1.49734  0.0682
H -1.55564 -1.40759 -2.14904  0.0210
C 1.49873 3.41494 -1.00271  0.0216
N 1.26046 3.78385 0.38229  0.0319
C 2.27605 4.70465 0.84841  0.0030
C -0.09702 4.21494 0.69121  0.0015
C -0.92494 3.14016 1.39803  0.0063
N -1.17348 1.85740 0.62505  0.0810
C -2.13124 1.07171 1.42553  0.0277
C -1.76795 2.20033 -0.68022  0.0225
H 1.01985 4.14029 -1.67917  0.0001
H 2.58122 3.41225 -1.16106  0.0002
H 1.13418 2.40335 -1.24212  0.0137
H 2.20222 5.67993 0.34710  0.0019
H 2.17444 4.87133 1.92746  0.0007
H 3.25640 4.27601 0.65505  -0.0002
H -0.02691 5.05620 1.40485  0.0002
H -0.60669 4.59293 -0.21456  0.0003
H -0.44314 2.89999 2.36199  0.0006
H -1.92530 3.58274 1.57592  0.0013
H -2.59912 1.72313 2.15928  0.0042
H -2.89706 0.65075 0.77734  0.0001
H -1.59109 0.27572 1.93099  0.0106
H -2.58104 2.91381 -0.48871  0.0041
H -1.04180 2.65416 -1.36486  0.0026
H -2.17582 1.29025 -1.13495  0.0046

Computed properties:
Highest occupied orbital energy (spin up / spin down) ... -0.3923 / -0.5176 Eh
Net charge ... +2
Multiplicity ... 6
Kohn-Sham gap (spin up / spin down) ... 4.806 / 5.148 eV
Lowest unoccupied orbital energy (spin up / spin down) ... -5.868 / -8.938 eV

---

Entry 2:
Here is a molecular structure, C29H43Br3N2O16 at a distorted geometry from the OMol25 dataset. Energies are from wB97M-V/def2-TZVPD.

Last column: Mulliken charge in e.
Positions of all 93 atoms, in Å:
C 16.65603 -18.82195 -2.60854  -0.2410
C 15.45841 -18.73270 -3.30813  -0.5793
C 14.36599 -18.09246 -2.62910  -0.2741
C 14.46543 -17.63830 -1.30862  0.2207
C 15.67817 -17.83975 -0.59891  -0.2037
C 16.77313 -18.42023 -1.27632  -0.5580
N 13.32872 -17.10166 -0.62790  0.8803
O 12.17751 -17.35376 -0.94530  -0.5469
O 13.66064 -16.45451 0.37444  -0.5559
H 17.55958 -19.18037 -3.07919  0.3491
H 15.34125 -19.02534 -4.34111  0.3828
H 13.52177 -17.84601 -3.25596  0.3494
H 15.66254 -17.65863 0.46569  0.4162
H 17.69766 -18.67118 -0.77766  0.3607
C 16.12364 -13.25014 -15.20593  -0.1737
C 16.78155 -13.52896 -13.96420  -0.6544
C 18.05365 -13.93938 -14.01670  0.0492
C 18.75213 -14.17522 -15.19662  -0.0984
C 18.03505 -14.10542 -16.36909  -0.0470
C 16.76633 -13.54087 -16.46930  -0.7234
N 20.18461 -14.57389 -15.28621  0.9707
O 20.78697 -14.67397 -14.24572  -0.5922
O 20.84613 -14.70241 -16.26117  -0.5901
H 15.14607 -12.79110 -15.19885  0.3632
H 16.20114 -13.33501 -13.07431  0.3863
H 18.47250 -14.19092 -13.05353  0.3826
H 18.39563 -14.49657 -17.30897  0.3528
H 16.28294 -13.46808 -17.43233  0.3745
C 11.22080 -11.23646 -8.65453  -1.0593
C 11.40912 -9.71369 -8.32813  -0.2634
O 11.97934 -8.98312 -9.40949  -0.3435
C 11.20658 -8.52477 -10.31841  0.8494
O 10.03508 -8.83637 -10.49961  -0.6054
O 11.87672 -7.80252 -11.11387  -0.3365
C 11.24244 -6.80555 -11.91367  -0.7100
H 12.07173 -11.74417 -9.10870  0.3019
H 10.52357 -11.18722 -9.49093  0.2925
H 10.71832 -11.82161 -7.88434  0.3454
H 11.99579 -9.67440 -7.41031  0.3277
H 10.46937 -9.31095 -7.95031  0.3152
H 11.89078 -6.64751 -12.77552  0.2471
H 10.90467 -5.87162 -11.46447  0.3038
H 10.28201 -7.17432 -12.27379  0.3350
C 9.99445 -17.22939 -16.40752  -1.1574
C 8.96165 -16.99476 -17.46359  -0.1442
O 9.51494 -17.53562 -18.64163  -0.2940
C 10.20306 -16.96644 -19.68987  0.7133
O 10.67217 -15.79525 -19.71573  -0.5884
O 10.15270 -17.79224 -20.71573  -0.2932
C 10.80543 -17.41967 -21.90883  -0.6267
H 9.65187 -16.69591 -15.52087  0.3542
H 10.98352 -16.87874 -16.70230  0.3025
H 10.28217 -18.27640 -16.31221  0.3256
H 8.81466 -15.91849 -17.55377  0.3031
H 8.01233 -17.39002 -17.10213  0.2856
H 10.74938 -18.25822 -22.60294  0.2283
H 11.86456 -17.20520 -21.76624  0.2946
H 10.21078 -16.62337 -22.35651  0.2966
C 3.41856 -10.53191 -24.30404  -1.0655
C 2.87798 -10.29301 -22.87880  -0.1953
O 3.46943 -9.15269 -22.29434  -0.3023
C 4.59381 -9.34568 -21.56803  0.7123
O 5.02297 -10.42932 -21.18862  -0.5532
O 5.28437 -8.10155 -21.61097  -0.3063
C 6.61668 -7.95399 -20.99071  -0.6766
H 3.29849 -9.69963 -24.99758  0.2949
H 2.84162 -11.31699 -24.79280  0.3637
H 4.48661 -10.74896 -24.28849  0.2984
H 2.92066 -11.17081 -22.23402  0.3299
H 1.83320 -10.04776 -23.06951  0.2419
H 6.67127 -7.55934 -19.97613  0.2690
H 7.28557 -7.50274 -21.72356  0.2776
H 6.99788 -8.97493 -20.96927  0.3116
C 17.92391 -11.15677 -1.11795  -0.9661
C 18.36610 -11.14481 0.31117  -0.2966
O 19.46879 -11.99015 0.57590  -0.3104
C 20.74547 -11.52233 0.38301  0.7407
O 21.04600 -10.46817 -0.18933  -0.5740
O 21.63212 -12.30251 0.98044  -0.3185
C 23.00826 -12.09104 0.69364  -0.6355
H 18.73422 -10.75342 -1.72524  0.2941
H 16.99081 -10.59497 -1.07540  0.3224
H 17.72331 -12.19430 -1.38514  0.2675
H 17.63619 -11.63881 0.95250  0.2939
H 18.47092 -10.11867 0.66348  0.3572
H 23.27408 -12.24291 -0.35248  0.2864
H 23.64994 -12.69277 1.33728  0.2398
H 23.24046 -11.06883 0.99241  0.2990
C 11.92155 0.56266 -17.47178  -0.3183
Br 12.43025 0.83095 -15.56001  -0.0189
Br 9.93106 0.52196 -17.53515  -0.0123
Br 12.78414 -1.02274 -18.17997  -0.0001
H 12.32295 1.35140 -18.10807  0.3495

Computed properties:
Highest occupied orbital energy ... -0.3710 Eh
Net charge ... 0
Kohn-Sham gap ... 9.448 eV
Lowest unoccupied orbital energy ... -0.648 eV

---

Entry 3:
Here is 3 unconnected molecules or ions with the total composition C22H24F2N3O at a distorted geometry from the OMol25 dataset. Energies are from wB97M-V/def2-TZVPD.

Last column: natural (NBO) charge in e.
Positions of all 52 atoms, in Å:
C 0.71725 1.20222 4.66858  -0.4202
C -0.29775 2.17162 4.45018  -0.1837
C -1.40691 2.14768 3.30713  -0.5022
C -1.34216 0.88460 2.34552  0.0936
C -2.17483 -0.34783 2.62922  0.0058
N -2.28892 -1.55329 1.94973  -0.1211
N -1.53333 -1.50944 0.86530  -0.2543
C -0.68476 -0.52076 0.38664  0.0515
C -0.45964 0.80490 1.08898  0.0522
C 0.49697 1.96354 0.59985  -0.4582
C 1.94884 1.69959 1.26556  -0.5055
C 3.07191 1.37446 0.14704  0.6966
N 4.30024 2.16159 0.22116  -0.8272
O 2.87909 0.45778 -0.69785  -0.5982
H 1.48956 0.85759 3.91198  0.2068
H 0.80015 0.75982 5.71983  0.2359
H -0.33896 3.04959 5.19160  0.2420
H -2.43909 2.14852 3.79117  0.2648
H -1.32327 3.09821 2.66991  0.2489
H -2.83293 -0.28514 3.57032  0.2485
H -1.60042 -2.37201 0.28736  0.4441
H -0.09372 -0.71658 -0.57403  0.2810
H 0.08269 3.00823 0.83033  0.2587
H 0.61501 1.91256 -0.53233  0.2665
H 2.24132 2.59822 1.91541  0.2385
H 1.86866 0.72958 1.88201  0.2409
H 4.24949 2.86754 0.96338  0.3843
H 4.47246 2.57395 -0.70592  0.4121
F 7.95039 -0.34108 -4.37587  -0.3187
C 6.79486 -0.96423 -4.10038  0.4035
C 6.07997 -0.60296 -2.96932  -0.2916
C 4.87926 -1.24526 -2.68598  -0.1989
C 4.41312 -2.24906 -3.53175  -0.2364
C 5.14235 -2.60676 -4.66213  -0.1893
C 6.33738 -1.95721 -4.95175  -0.2847
H 6.46315 0.17467 -2.31884  0.2231
H 4.30853 -0.96517 -1.80856  0.2311
H 3.47836 -2.75308 -3.30794  0.2065
H 4.78001 -3.39142 -5.31746  0.2195
H 6.91366 -2.21649 -5.83188  0.2329
F -7.03230 0.99843 1.19989  -0.3189
C -6.76602 0.00213 0.34178  0.4014
C -7.60518 -0.20703 -0.74082  -0.2744
C -7.32520 -1.23709 -1.63260  -0.1795
C -6.21542 -2.05283 -1.42555  -0.2259
C -5.38288 -1.83611 -0.33201  -0.2020
C -5.65606 -0.79926 0.55400  -0.2972
H -8.46855 0.43247 -0.88109  0.2384
H -7.97096 -1.40482 -2.48729  0.2288
H -6.00061 -2.85894 -2.11934  0.2220
H -4.52108 -2.47515 -0.16940  0.1986
H -5.01376 -0.61049 1.40622  0.2095

Computed properties:
Highest occupied orbital energy ... -0.3935 Eh
Net charge ... +1
Kohn-Sham gap ... 5.704 eV
Lowest unoccupied orbital energy ... -5.004 eV

---

Entry 4:
Here is 2 unconnected molecules or ions with the total composition C3H7N2O at a distorted geometry from the OMol25 dataset. Energies are from wB97M-V/def2-TZVPD.

Last column: natural (NBO) charge in e.
Positions of all 13 atoms, in Å:
C -0.16477 1.90199 0.80261  -0.0560
C 0.89151 1.18997 1.37729  -0.0350
N 0.69400 -0.12294 1.03849  -0.4619
C -0.30373 -0.22104 0.14677  0.2798
N -0.84916 0.96884 0.01325  -0.4579
H -0.67964 2.80407 1.16493  0.2739
H 1.52043 1.34087 2.24065  0.2640
H 1.16517 -1.00042 1.21061  0.4583
H -0.70671 -1.18030 -0.09289  0.2673
H -1.66131 1.18866 -0.55350  0.4617
H -0.13266 -2.00474 -3.12984  0.4888
H 0.18962 -2.90722 -2.04317  0.4790
O 0.03723 -1.95773 -2.17520  -0.9621

Computed properties:
Highest occupied orbital energy ... -0.5327 Eh
Net charge ... +1
Kohn-Sham gap ... 11.313 eV
Lowest unoccupied orbital energy ... -3.183 eV

---

Entry 5:
Here is a molecular structure, C33H30N6O2STi at a distorted geometry from the OMol25 dataset. Energies are from wB97M-V/def2-TZVPD.

Last column: Löwdin spin population.
Positions of all 73 atoms, in Å:
Ti 0.34630 0.25145 -0.10205  0.5960
C 4.22472 -0.80580 -1.71543  0.0450
C 4.77256 0.33959 -1.11693  -0.0031
C 3.95406 1.34490 -0.65752  0.0396
C 2.55732 1.21173 -0.79745  0.0139
C 1.98745 0.01710 -1.29209  0.0427
C 2.85613 -0.96864 -1.77418  -0.0039
C 1.61010 2.30920 -0.57880  0.1145
C 1.95972 3.59320 -0.05710  -0.0043
C 1.07643 4.60768 -0.06893  0.0652
C -0.21714 4.42410 -0.65771  0.0110
C -1.15930 5.46949 -0.74922  0.0077
C -2.35841 5.27348 -1.38546  0.0075
C -2.62812 4.02746 -1.97811  0.0129
C -1.73329 2.99198 -1.88250  0.0029
C -0.52807 3.15226 -1.17558  0.0183
N 0.34196 2.07470 -1.02676  0.0583
H 4.88048 -1.58234 -2.09415  0.0026
H 5.84739 0.44265 -1.02869  -0.0012
H 4.39414 2.23897 -0.23017  0.0024
H 2.45372 -1.89891 -2.15960  -0.0009
H 2.96557 3.75529 0.31077  -0.0016
H 1.35753 5.59066 0.29820  0.0039
H -0.90625 6.44045 -0.33226  0.0000
H -3.07944 6.07892 -1.45200  0.0003
H -3.55335 3.88045 -2.52362  0.0007
H -1.93710 2.03769 -2.33772  -0.0005
S -2.05058 0.32966 -0.18556  -0.0156
C -2.25990 -1.42083 -0.38009  -0.0241
N -3.51558 -1.85479 -0.58818  0.3609
N -3.69732 -3.14788 -0.92353  0.1485
C -2.95094 -4.01777 -1.74170  0.0063
C -2.01588 -3.58076 -2.68000  0.0226
C -1.36971 -4.50196 -3.48998  -0.0004
C -1.64274 -5.86277 -3.39490  0.0225
C -2.59497 -6.29061 -2.48075  -0.0009
C -3.24504 -5.37737 -1.66340  0.0204
N -1.22750 -2.23352 -0.29790  0.2483
N -0.06199 -1.62779 0.01828  0.1130
C 0.99379 -2.56128 0.26811  0.0098
C 0.99603 -3.83579 -0.29136  0.0101
C 2.06861 -4.68937 -0.07328  0.0004
C 3.14525 -4.29413 0.71287  0.0106
C 3.12618 -3.03488 1.29580  -0.0003
C 2.05560 -2.17970 1.08262  0.0126
H -4.61565 -3.46576 -0.67750  0.0022
H -1.79738 -2.52786 -2.77974  0.0033
H -0.64330 -4.14512 -4.21248  -0.0006
H -1.12225 -6.57504 -4.02365  0.0014
H -2.83143 -7.34446 -2.39337  -0.0007
H -3.98159 -5.71904 -0.94224  0.0014
H 0.15708 -4.13615 -0.90365  0.0010
H 2.06242 -5.67434 -0.52729  -0.0001
H 3.97762 -4.96541 0.88514  0.0007
H 3.94642 -2.71562 1.92936  -0.0003
H 2.04156 -1.21933 1.57565  0.0022
O -0.72472 -0.44736 2.98205  0.0006
C -0.49031 0.61723 2.48754  0.0025
O 0.57033 0.95239 1.73587  0.0097
C -1.38654 1.78776 2.85389  -0.0002
N -0.82016 3.02088 2.16704  0.0010
C -0.47272 4.03198 3.22248  0.0010
C -0.20130 3.16261 4.44263  0.0000
C -1.32117 2.11743 4.35003  -0.0001
H -2.37938 1.57060 2.47980  -0.0004
H -1.40326 3.38703 1.42070  0.0002
H 0.03281 2.66825 1.71758  0.0002
H -1.34287 4.66376 3.38431  0.0000
H 0.35713 4.64232 2.87598  0.0008
H -0.22447 3.74098 5.36452  0.0000
H 0.77811 2.68771 4.35648  0.0000
H -2.26415 2.55552 4.68611  0.0000
H -1.13926 1.21290 4.92076  0.0000

Computed properties:
Highest occupied orbital energy (spin up / spin down) ... -0.2260 / -0.2430 Eh
Net charge ... 0
Multiplicity ... 3
Kohn-Sham gap (spin up / spin down) ... 5.871 / 5.816 eV
Lowest unoccupied orbital energy (spin up / spin down) ... -0.280 / -0.797 eV

---

Entry 6:
Here is 2 unconnected molecules or ions with the total composition C4H15N2O at a distorted geometry from the OMol25 dataset. Energies are from wB97M-V/def2-TZVPD.

Last column: natural (NBO) charge in e.
Positions of all 22 atoms, in Å:
C 0.53626 -0.06061 -1.07051  -0.2556
N 0.09050 0.52865 -2.33297  -0.8673
C -0.64401 -0.21934 -0.13260  -0.0341
N -1.59694 0.94109 -0.38386  -0.6966
C -1.52425 -0.79445 2.18632  -0.6401
C -0.37574 -0.32552 1.35748  -0.4314
H 1.23176 0.65056 -0.61521  0.2211
H 1.09692 -0.99709 -1.07176  0.2296
H 0.86614 1.00023 -2.78970  0.4016
H -0.25436 -0.19176 -2.96756  0.3809
H -1.20468 -1.10192 -0.46932  0.2086
H -1.23651 1.74625 0.11549  0.4252
H -1.52633 1.13639 -1.39728  0.4729
H -2.52200 0.76876 -0.01154  0.4386
H -1.25137 -0.99666 3.22234  0.2515
H -1.99480 -1.71043 1.81212  0.2239
H -2.41003 -0.15417 2.31856  0.2094
H 0.05839 0.62396 1.69482  0.2138
H 0.46335 -1.02383 1.45152  0.2450
H 4.45034 0.39701 -0.86719  0.4777
H 4.03961 -0.18415 0.42102  0.4752
O 3.70777 -0.03298 -0.47016  -0.9498

Computed properties:
Highest occupied orbital energy ... -0.5265 Eh
Net charge ... +1
Kohn-Sham gap ... 11.392 eV
Lowest unoccupied orbital energy ... -2.936 eV